19
Properties=species:S:1:pos:R:3:forces:R:3:mulliken_charge:R:1 method="wB97M-V/def2-TZVPD" e_above_lowest_kj_mol=401.2 charge=-1 homo_lumo_gap_ev=4.78 lumo_energy_ha=0.1074 energy_ev=-17701.633
S 2.92337 -0.07817 1.89729 -1.47 0.65 -0.82 -0.304
N -1.07885 -0.02996 -0.77777 0.97 0.24 0.40 -0.380
C -1.99522 0.44733 -1.75517 0.11 0.03 -0.13 -0.919
C 1.61917 0.42031 0.87744 5.25 -1.01 0.11 -0.192
C 1.43653 -0.35957 -0.40284 -3.24 0.38 0.11 -0.877
C -0.40061 -0.66560 2.22107 -0.48 -0.52 1.92 -1.183
C 0.23911 0.24787 -1.23472 0.45 -0.42 -0.45 -0.559
H 0.28809 -0.14378 -2.28631 0.63 0.11 0.01 0.330
H 1.10871 -1.37904 -0.12769 0.49 0.19 -0.12 0.346
H -0.04304 -1.38808 3.02156 0.62 0.64 -1.31 0.307
H 0.36534 -0.19381 1.52684 -1.75 -1.23 1.35 0.149
H -2.95375 -0.07361 -1.67502 -0.20 0.06 0.10 0.262
H -1.64050 0.27435 -2.81268 -0.10 0.05 0.20 0.269
H 2.34931 -0.38324 -0.98278 0.22 0.09 0.02 0.404
H -1.20838 -1.16677 1.70660 0.02 0.26 -0.59 0.299
H -0.82432 0.11244 2.86780 -0.05 0.33 -0.52 0.326
H 1.48000 1.48119 0.98455 -1.17 0.25 -0.24 0.355
H 0.55284 1.33154 -1.34691 -0.34 0.05 0.05 0.174
H -2.21780 1.54659 -1.70127 0.05 -0.15 -0.10 0.192